{
  "formula": "C31H38F15NO13",
  "method": "the ωB97M-V functional and the def2-TZVPD basis",
  "total_charge": 0,
  "elements": ["C", "C", "C", "N", "C", "C", "C", "O", "C", "C", "C", "O", "C", "C", "O", "H", "H", "H", "H", "H", "H", "H", "H", "H", "H", "H", "H", "H", "C", "C", "O", "C", "O", "C", "F", "F", "F", "H", "H", "H", "H", "H", "C", "C", "O", "C", "O", "C", "F", "F", "F", "H", "H", "H", "H", "H", "C", "C", "O", "C", "O", "C", "F", "F", "F", "H", "H", "H", "H", "H", "C", "C", "O", "C", "O", "C", "F", "F", "F", "H", "H", "H", "H", "H", "C", "C", "O", "C", "O", "C", "F", "F", "F", "H", "H", "H", "H", "H"],
  "positions_angstrom": [[0.5117, 2.4569, 4.2334], [-1.0751, 2.5132, 3.9159], [-1.8393, 1.1204, 3.7807], [-1.5859, 3.7206, 3.7537], [-2.8257, 3.9295, 4.4814], [-3.1932, 3.3672, 5.7260], [-4.6191, 3.7507, 6.3495], [-4.8532, 3.7292, 7.5839], [-5.7980, 4.1351, 5.3204], [-7.3267, 3.8063, 5.7062], [-7.8549, 2.6542, 4.7069], [-9.1616, 2.9756, 4.1483], [-5.4282, 4.7318, 4.0935], [-3.8871, 4.9570, 3.8330], [-3.4345, 5.8996, 3.1279], [0.8917, 1.4809, 3.7806], [0.7374, 2.4849, 5.3461], [1.0458, 3.3069, 3.6695], [-2.7939, 1.1525, 3.1644], [-2.1675, 0.8251, 4.8478], [-1.1155, 0.2755, 3.4572], [-2.4691, 2.6436, 6.2142], [-7.9440, 4.7585, 5.6340], [-7.3000, 3.3899, 6.7783], [-7.8531, 1.6468, 5.2596], [-7.1440, 2.5453, 3.8155], [-9.1043, 2.8014, 3.1852], [-6.2432, 4.9796, 3.3466], [3.3595, 0.5820, -0.8853], [1.9276, 0.9943, -1.1659], [1.0115, -0.0197, -0.7204], [0.7060, -0.0055, 0.5895], [1.1492, 0.7842, 1.3793], [-0.3062, -1.0958, 0.9124], [-0.0028, -2.2741, 0.3345], [-1.5434, -0.7721, 0.4844], [-0.4112, -1.3409, 2.2340], [3.5706, -0.3967, -1.3253], [4.0588, 1.3137, -1.2952], [3.5404, 0.4946, 0.1889], [1.7803, 1.0983, -2.2429], [1.6891, 1.9604, -0.7131], [5.5704, -4.2404, 2.2453], [5.7608, -4.9466, 0.9170], [5.2518, -4.1454, -0.1608], [6.0704, -3.1770, -0.6155], [7.1668, -2.9554, -0.1748], [5.4258, -2.4415, -1.7852], [4.1288, -2.1375, -1.5578], [5.4513, -3.1771, -2.9145], [6.0386, -1.2809, -2.0740], [4.5221, -3.9653, 2.3866], [5.8830, -4.8822, 3.0712], [6.1511, -3.3161, 2.2864], [5.1903, -5.8777, 0.9116], [6.8079, -5.2091, 0.7461], [-5.9541, 8.9577, 5.2185], [-6.7902, 8.2472, 4.1725], [-8.1670, 8.1878, 4.5796], [-8.9022, 9.2926, 4.3441], [-8.4747, 10.2926, 3.8313], [-10.3472, 9.0734, 4.7791], [-10.4391, 8.4811, 5.9870], [-11.0147, 8.2825, 3.9134], [-11.0424, 10.2202, 4.8646], [-6.0828, 8.4873, 6.1967], [-4.8966, 8.9321, 4.9488], [-6.2595, 10.0012, 5.3239], [-6.4473, 7.2152, 4.0701], [-6.6932, 8.7181, 3.1909], [6.5991, -5.1570, -5.2683], [5.6360, -6.3105, -5.4698], [6.3412, -7.5636, -5.4787], [6.6356, -8.0848, -4.2721], [6.3506, -7.5675, -3.2237], [7.3361, -9.4302, -4.4293], [8.2975, -9.4051, -5.3743], [6.4732, -10.4036, -4.7872], [7.9289, -9.8417, -3.2953], [7.3941, -5.1852, -6.0178], [6.0767, -4.2013, -5.3411], [7.0816, -5.2137, -4.2899], [5.1563, -6.2182, -6.4339], [4.8459, -6.3130, -4.7141], [2.5791, -4.3220, -11.1690], [1.5049, -4.6403, -10.1473], [2.0844, -4.8467, -8.8493], [2.3583, -3.7339, -8.1403], [2.1523, -2.6157, -8.5301], [2.9210, -4.1002, -6.7712], [3.8588, -5.0735, -6.8374], [1.9615, -4.5531, -5.9398], [3.5008, -3.0592, -6.1511], [3.3476, -5.0990, -11.1721], [2.1488, -4.2448, -12.1692], [3.0790, -3.3798, -10.9337], [1.0052, -5.5725, -10.4190], [0.7384, -3.8619, -10.1120]],
  "forces_ev_per_angstrom": [[-0.6039, -0.6425, -1.9720], [1.0249, 0.6833, -0.4091], [0.3379, -0.1853, 1.6024], [-1.1418, -1.7869, 3.3653], [-1.9988, -0.4919, -0.0539], [-0.2891, 1.0777, -1.8165], [0.0465, -0.2145, 1.5448], [0.7730, -0.1595, -4.0364], [0.8103, 0.7442, -1.5916], [1.4645, -0.5447, -0.0325], [0.5833, 0.0061, -0.4142], [1.0114, -0.4144, -0.1372], [0.2667, -1.5739, 2.6675], [1.3602, 1.7639, -1.6429], [-1.9641, -3.1784, 2.2503], [-0.2670, 1.2635, 0.8388], [-0.5994, 0.1005, -1.3664], [-0.9714, -1.1486, 1.1321], [1.4286, 0.2010, 0.6328], [0.4751, 0.2953, -1.5980], [-1.2978, 1.8081, 0.3660], [-1.2904, 1.1932, -0.1528], [0.6730, -1.3645, 0.0651], [-0.2381, 0.9265, -1.6025], [-0.2673, 1.4541, -0.7625], [-0.6974, 0.1791, 1.4248], [-0.1541, 0.1634, 1.0116], [1.4391, -0.0002, 0.8042], [-0.0083, -0.2895, 0.1623], [0.6995, 0.5744, -0.2957], [-0.7788, -0.4000, 0.8990], [1.2018, 1.2199, -1.1097], [-0.5543, -0.6434, 0.1286], [-1.2594, -1.6550, 0.2932], [0.2565, 0.5874, 0.0682], [0.5137, 0.3440, 0.0290], [0.4508, 0.3607, -0.5032], [-0.2438, 0.8305, 0.0738], [-0.0993, -0.0057, 0.0112], [-0.0223, 0.1500, -0.0481], [-0.2373, -0.2555, 0.1516], [-0.1159, -0.2390, 0.1413], [-0.0142, 0.3710, -0.0374], [0.1691, -0.4472, 0.7031], [0.1886, 0.7593, -0.8660], [0.4974, -1.2981, 1.4970], [-0.6468, 0.3427, -0.7088], [-0.6610, 0.9942, -1.4810], [0.5832, -0.9584, 0.1825], [0.1671, -0.1201, 0.5635], [0.0701, -0.5722, 0.4972], [0.0383, -0.1643, 0.0047], [-0.0263, 0.0060, -0.0954], [0.0616, -0.1373, 0.0049], [-0.0887, 0.2253, -0.2894], [-0.1021, 0.2378, -0.1246], [-0.1597, 0.2255, 0.1942], [0.8429, 0.0165, -0.0820], [-1.0417, 0.3839, -0.0884], [1.8705, -0.1485, -0.5006], [-0.8142, -0.3926, 0.3770], [-1.8441, -0.1493, 0.6938], [0.4339, 0.1766, -0.3782], [0.5691, 0.1918, -0.0071], [0.6946, -0.2393, -0.2110], [0.0784, -0.0928, -0.1173], [-0.0895, -0.0574, -0.0234], [0.0615, -0.0566, -0.1195], [-0.3439, 0.0782, 0.1101], [-0.2236, 0.0741, 0.1591], [0.2944, -0.0833, 0.1828], [0.0826, 0.5006, 0.0495], [0.3869, -0.9868, 0.7365], [-0.9771, 1.6910, -0.3201], [0.4411, -0.7819, -0.3455], [1.0442, -1.6540, -0.1220], [-0.4034, 0.3763, 0.2380], [-0.0891, 0.5800, 0.1087], [-0.4337, 0.5684, -0.2388], [-0.1508, 0.0172, -0.0534], [0.0049, -0.0962, -0.0075], [-0.1407, 0.0529, -0.0209], [0.6443, -0.7775, 0.1661], [0.2072, -0.1717, 0.0415], [0.2972, 0.1522, 0.1478], [-0.2165, 0.0318, -0.8143], [0.2492, 0.3927, 1.0403], [-0.8319, 0.0530, -1.8240], [0.3666, -0.5107, 0.7975], [0.6156, -0.1764, 1.7347], [-1.1347, 0.9683, -0.7226], [0.0315, 0.1475, -0.6071], [-0.3267, -0.1941, -0.6672], [-0.1552, -0.0389, -0.0577], [-0.0106, -0.0315, 0.0931], [-0.1437, -0.0110, -0.0499], [0.1490, -0.0149, 0.3423], [0.2124, 0.0147, 0.1964]],
  "lowdin_charge": [-0.037, -0.294, -0.036, 0.114, -0.173, 0.049, -0.253, 0.035, -0.102, -0.089, -0.233, -0.106, 0.025, -0.243, 0.037, 0.053, 0.088, 0.096, 0.096, 0.086, 0.070, 0.117, 0.125, 0.118, 0.125, 0.116, 0.089, 0.131, -0.054, -0.191, 0.033, -0.366, 0.155, -0.512, 0.162, 0.160, 0.135, 0.051, 0.091, 0.084, 0.129, 0.126, -0.062, -0.201, 0.024, -0.367, 0.171, -0.500, 0.124, 0.159, 0.164, 0.082, 0.084, 0.077, 0.128, 0.128, -0.053, -0.198, 0.019, -0.371, 0.167, -0.517, 0.155, 0.157, 0.159, 0.085, 0.085, 0.078, 0.094, 0.130, -0.051, -0.203, 0.032, -0.371, 0.161, -0.517, 0.155, 0.157, 0.158, 0.087, 0.068, 0.076, 0.100, 0.132, -0.062, -0.203, 0.023, -0.368, 0.171, -0.492, 0.111, 0.167, 0.164, 0.084, 0.084, 0.078, 0.127, 0.127]
}


{
  "formula": "C35H52LuOP4S",
  "method": "the ωB97M-V functional and the def2-TZVPD basis",
  "total_charge": 3,
  "elements": ["Lu", "P", "P", "P", "H", "C", "C", "H", "C", "C", "C", "C", "C", "C", "C", "C", "C", "H", "H", "H", "H", "H", "H", "H", "H", "H", "H", "H", "H", "H", "H", "H", "H", "H", "H", "H", "H", "H", "H", "H", "H", "H", "H", "H", "H", "H", "C", "C", "C", "C", "C", "C", "S", "H", "H", "H", "H", "H", "H", "O", "P", "C", "C", "C", "C", "C", "C", "C", "C", "C", "C", "C", "C", "C", "C", "C", "C", "C", "C", "H", "H", "H", "H", "H", "H", "H", "H", "H", "H", "H", "H", "H", "H", "H"],
  "positions_angstrom": [[-0.0700, -0.1789, -0.2870], [1.2902, 2.2717, 0.1033], [-2.0528, 1.2945, 0.9955], [-1.4600, 3.1063, -4.0155], [-0.3818, -2.9690, -7.4357], [-0.1123, -1.9397, -7.7177], [0.7643, -1.1847, -7.0249], [1.1068, -1.4131, -6.0205], [2.8824, 1.3767, 0.1955], [1.4034, 3.2832, 1.6246], [1.6771, 3.6897, -1.0167], [-3.7919, 0.6925, 0.9369], [-1.9342, 1.4646, 2.7966], [-2.3877, 3.0699, 0.6107], [-1.7088, 3.6534, -5.7302], [-1.2585, 4.4304, -2.8244], [-2.7466, 2.0550, -3.2551], [-0.5526, -1.5211, -8.6309], [1.1577, -0.2772, -7.4683], [3.1084, 0.8184, -0.7251], [2.9567, 0.7245, 1.0789], [3.6459, 2.1534, 0.3124], [1.2769, 2.6886, 2.5357], [0.6575, 4.0917, 1.5878], [2.4067, 3.7340, 1.6332], [1.6940, 3.3544, -2.0640], [2.6579, 4.1245, -0.7530], [0.9034, 4.4672, -0.8951], [-4.4387, 1.3340, 1.5513], [-3.8519, -0.3310, 1.3233], [-4.1733, 0.6993, -0.0902], [-2.6910, 2.1715, 3.1620], [-0.9603, 1.8351, 3.1213], [-2.1073, 0.5227, 3.3222], [-3.1530, 3.4424, 1.3039], [-2.7652, 3.2269, -0.4033], [-1.4884, 3.6806, 0.7374], [-2.7262, 4.0358, -5.8847], [-1.5550, 2.7879, -6.3986], [-0.9911, 4.4239, -6.0603], [-2.1302, 5.0802, -2.7634], [-0.4215, 5.0950, -3.0174], [-1.1282, 4.0565, -1.8122], [-3.7686, 2.4237, -3.4786], [-2.6403, 1.9804, -2.1513], [-2.6094, 1.0408, -3.6504], [0.1454, -1.0722, -3.2505], [-1.2536, -1.2020, -2.9974], [-2.0421, -1.9576, -3.8793], [-1.4282, -2.9075, -4.7214], [-0.0543, -3.1708, -4.4916], [0.7533, -2.1765, -3.8944], [1.0241, 0.3897, -2.8245], [-0.2329, 2.3602, -4.0267], [-1.7338, -0.6300, -2.1764], [-3.1335, -1.8440, -3.9192], [-2.0043, -3.3981, -5.5433], [0.3697, -4.1266, -4.8348], [1.8507, -2.1698, -3.9116], [0.4980, -0.9494, 1.4813], [0.9532, -1.6702, 2.8530], [2.4599, -0.8231, 3.2206], [3.6823, -1.4432, 2.9172], [4.8632, -0.7629, 3.1873], [4.8448, 0.5243, 3.7234], [3.6260, 1.1655, 3.9411], [2.4262, 0.4969, 3.7090], [-0.3493, -1.4392, 4.0441], [-0.1239, -0.7819, 5.2700], [-1.1797, -0.6325, 6.1818], [-2.4343, -1.1882, 5.9222], [-2.6325, -1.8667, 4.7187], [-1.6009, -2.0325, 3.8108], [1.1550, -3.4143, 2.4971], [0.8387, -3.8983, 1.2238], [0.8405, -5.2610, 0.9456], [1.2123, -6.1844, 1.9332], [1.6311, -5.7057, 3.1878], [1.6037, -4.3371, 3.4722], [3.6771, -2.4216, 2.4345], [5.7977, -1.2762, 2.9921], [5.7793, 1.0269, 3.9607], [3.6029, 2.1906, 4.3065], [1.4792, 1.0018, 3.9120], [0.8616, -0.4044, 5.5619], [-1.0253, -0.0846, 7.1153], [-3.2482, -1.1427, 6.6526], [-3.5828, -2.3432, 4.5179], [-1.7572, -2.6004, 2.8997], [0.6047, -3.2064, 0.4149], [0.5512, -5.5808, -0.0550], [1.2115, -7.2643, 1.7448], [1.9894, -6.3785, 3.9703], [1.9516, -3.9738, 4.4450]],
  "forces_ev_per_angstrom": [[0.7979, 0.6951, -1.6554], [0.8017, 0.5970, 0.3087], [-1.9494, 0.8316, 0.5729], [0.7218, -0.1061, 0.3348], [-0.1175, 0.7261, 0.0402], [0.6654, 0.6179, 0.4236], [-0.8504, -0.4724, -0.5894], [0.2434, -0.2582, -0.5451], [0.5268, 0.0502, -0.1146], [-0.2340, -0.1057, 0.3501], [-0.3093, -0.3355, -0.5679], [0.0118, -0.3084, -0.3064], [0.4937, -0.0741, 0.8368], [0.3120, 0.1186, -0.3345], [-0.3770, -0.2368, -0.2372], [0.0474, 0.8605, 0.1905], [-0.2418, -0.3233, -0.3856], [0.4029, -0.5359, 0.1441], [-0.2633, 0.1843, 0.1108], [-0.1452, 0.1229, 0.3025], [-0.2028, 0.1135, -0.3059], [0.0856, -0.1662, -0.0240], [-0.0256, 0.2323, -0.1989], [0.2345, -0.2752, 0.1470], [-0.3032, -0.0857, 0.0633], [0.0687, 0.2045, 0.2471], [-0.4287, -0.3044, -0.0459], [0.3592, -0.3286, -0.0311], [0.2725, -0.1203, -0.1396], [-0.0138, 0.1401, -0.0802], [0.0142, -0.0513, 0.1480], [0.1176, -0.1101, -0.3196], [0.0299, 0.0162, -0.0840], [0.0594, -0.0542, -0.2348], [0.1985, -0.2089, -0.1117], [0.0532, -0.1209, 0.1105], [-0.0890, -0.0855, 0.0091], [0.2280, -0.0724, 0.1009], [-0.1450, 0.2029, 0.3638], [-0.1468, -0.2511, 0.5598], [-0.2904, -0.0874, -0.3187], [0.1927, -0.0871, -0.3352], [0.0757, -0.4644, -0.0903], [0.6130, -0.1600, 0.0053], [0.2402, 0.3440, -0.7549], [-0.2746, 0.2137, -0.0592], [-0.8940, -1.3152, 0.4165], [0.3320, 0.3218, -0.5207], [0.0401, -0.7106, -0.0615], [0.2065, 0.3438, 0.3748], [-0.0331, 0.3019, -0.2463], [-0.5860, -0.0767, 0.3557], [-0.2535, -0.1111, 1.7878], [-0.7694, 0.3039, 0.1405], [-0.1587, 0.3778, -0.7218], [0.5003, -0.0894, 0.2384], [0.5490, 0.1196, 1.1936], [0.0187, 0.7897, -0.2200], [-0.5105, -0.3823, -0.1754], [-0.0854, -0.8680, 0.7701], [-0.3208, 0.4514, -1.5254], [0.3146, 0.0693, 0.4837], [-0.4452, 0.3282, 0.0158], [0.1261, -0.1899, 0.0021], [-0.1131, -0.2073, -0.1558], [-0.2485, 0.0584, 0.0375], [0.3319, -0.1464, 0.0055], [0.2252, -0.0321, 0.9911], [-0.3069, 0.0983, 0.1593], [-0.0314, 0.0079, 0.0969], [0.2667, 0.0459, -0.1949], [-0.0318, -0.3882, 0.1161], [0.2396, 0.4504, -0.2649], [0.3953, -0.5403, -0.0004], [-0.1050, 0.0393, -0.0512], [0.0987, -0.2609, 0.1743], [0.1285, 0.3811, 0.2534], [-0.0355, 0.3481, -0.0776], [-0.1691, 0.2830, -0.1475], [0.1798, 0.1576, 0.3472], [0.0308, 0.1979, 0.0104], [-0.1809, -0.0725, -0.0814], [0.0491, -0.2288, 0.0078], [0.2676, -0.2286, -0.0381], [-0.4111, -0.1318, -0.2802], [0.0895, -0.2989, -0.3112], [0.3829, 0.1546, -0.2772], [-0.0449, 0.0331, 0.0187], [-0.0835, -0.0562, 0.0395], [-0.1000, -0.1542, 0.1834], [0.1306, -0.0778, 0.3004], [-0.0230, 0.5365, -0.0269], [-0.1791, 0.0958, -0.3781], [-0.2433, -0.2094, -0.2638]],
  "lowdin_charge": [1.329, 0.690, 0.721, 0.929, 0.048, -0.050, -0.062, 0.005, -0.277, -0.259, -0.254, -0.257, -0.252, -0.256, -0.183, -0.222, -0.190, 0.058, 0.047, 0.030, 0.024, 0.063, 0.015, 0.050, 0.068, 0.032, 0.075, 0.039, 0.069, 0.050, 0.044, 0.075, 0.038, 0.028, 0.070, 0.021, 0.027, 0.073, 0.074, 0.082, 0.080, 0.068, 0.012, 0.087, 0.025, 0.033, -0.771, -0.222, -0.076, -0.061, -0.063, -0.134, 0.495, -0.005, 0.040, 0.120, 0.133, 0.132, 0.120, -0.604, 0.946, -0.308, -0.054, -0.037, -0.027, -0.056, -0.116, -0.303, -0.059, -0.038, -0.029, -0.063, -0.091, -0.303, -0.093, -0.051, -0.021, -0.035, -0.051, 0.119, 0.124, 0.127, 0.123, 0.093, 0.111, 0.126, 0.131, 0.119, 0.114, 0.078, 0.118, 0.129, 0.126, 0.126]
}


{
  "formula": "C5H9NO2",
  "method": "the ωB97M-V functional and the def2-TZVPD basis",
  "total_charge": 0,
  "e_above_lowest_kcal_mol": 40.0,
  "elements": ["O", "C", "O", "C", "H", "H", "H", "C", "C", "C", "N", "H", "H", "H", "H", "H", "H"],
  "positions_angstrom": [[0.7277, 0.6941, 0.8343], [1.6797, 0.1353, 0.1649], [1.6336, -1.0120, -0.2716], [2.8978, 0.9898, -0.0938], [3.7918, 0.4090, 0.1027], [2.9132, 1.2696, -1.1451], [2.8774, 1.8861, 0.5177], [-2.1655, -0.1672, -0.4443], [-1.9751, 1.0459, -0.9180], [-1.3425, -1.9194, 0.8961], [-1.2383, -0.7400, 0.4505], [-3.0074, -0.7774, -0.7097], [-1.1248, 1.6326, -0.6031], [-2.6665, 1.4617, -1.6320], [-0.5423, -2.2755, 1.5296], [-2.1906, -2.5443, 0.6291], [-0.2681, -0.0884, 0.6928]],
  "forces_ev_per_angstrom": [[-0.6202, -0.1807, 0.0755], [0.4153, -0.1912, -0.2313], [-0.0991, -0.1288, 0.0237], [-0.0676, 0.1063, 0.1102], [0.1303, -0.0597, 0.0271], [-0.0172, 0.0278, -0.0862], [0.0649, 0.0795, 0.0178], [0.0829, -0.2320, 0.2503], [0.0840, 0.3142, -0.0826], [0.0366, 0.2917, -0.1494], [-0.7317, -0.4867, -0.1577], [-0.3037, -0.2854, -0.1408], [0.0963, 0.0397, -0.0314], [-0.0875, 0.0726, -0.0175], [-0.0213, -0.1666, 0.0507], [0.0456, -0.0782, 0.0554], [0.9925, 0.8776, 0.2862]],
  "lowdin_charge": [-0.047, -0.684, 0.000, -0.012, 0.076, 0.079, 0.070, -0.165, 0.081, 0.106, 0.000, 0.107, 0.071, 0.067, 0.106, 0.100, 0.045]
}


no.,highest occupied orbital energy (eV),frontier orbital gap (hartree),largest force on an atom (eV Å⁻¹)
1,-8.7,0.28190,4.36
2,-15.0,0.24798,2.20
3,-8.9,0.31499,1.36